1.
# C2H4LiNaO

A structure of composition C2H4LiNaO at a distorted geometry (the ωB97M-V functional and the def2-TZVPD basis, the Open Molecules 2025 dataset).

Output
- gap between HOMO and LUMO (alpha / beta) (eV) = 3.9651 / 3.9625
- LUMO energy (alpha / beta) (eV) = -0.433 / -0.429
- ΔE to the lowest compared entry with this formula, charge and spin (kcal/mol) = 22.2
- E_HOMO (alpha / beta) (Ha) = -0.162 / -0.161
- E_tot (eV) = -8804.778

Geometry as XYZ:
```
9
Properties=species:S:1:pos:R:3:forces:R:3:lowdin_charge:R:1
O 1.181 0.410 0.531 -0.2 1.1 0.6 -0.60
Na 2.556 -1.151 1.160 -0.9 0.2 -0.4 0.57
C 0.090 -0.492 0.420 0.2 0.1 0.3 -0.59
C -0.672 -0.263 -0.830 0.0 2.3 0.1 -0.24
H -0.610 -0.417 1.293 0.3 -0.2 -0.3 0.03
H -0.006 -0.131 -1.698 -0.4 -0.7 0.2 0.05
H -1.529 -0.941 -0.951 0.3 0.4 -0.3 0.05
H -1.098 0.995 -0.860 0.3 -1.9 0.3 0.06
Li 0.090 1.991 0.934 0.5 -1.3 -0.6 0.67
```
Forces are in eV/Å.



2.
# C18H47ClN3O11

A cluster of 5 separate species, C18H47ClN3O11 in total at a distorted geometry (the ωB97M-V functional and the def2-TZVPD basis, the Open Molecules 2025 dataset).

Output
- gap between HOMO and LUMO (eV) = 7.6514
- LUMO energy (eV) = 2.087
- net charge = -1
- ΔE to the lowest compared entry with this formula, charge and spin (kcal/mol) = 0.0
- E_HOMO (Ha) = -0.204
- E_tot (eV) = -58930.902

Geometry as XYZ:
```
80
Properties=species:S:1:pos:R:3:forces:R:3:lowdin_charge:R:1
Cl 1.068 -0.970 3.165 -1.0 0.9 0.5 0.55
O 0.285 -1.947 3.849 -0.9 -1.4 -0.3 -0.38
O 2.304 -1.495 2.742 1.5 -1.6 -1.7 -0.38
O 0.326 -0.354 2.089 -0.1 -0.6 -0.6 -0.40
O 1.380 0.023 4.100 0.4 2.7 2.1 -0.39
C 1.116 -8.709 -8.052 -0.8 0.8 -0.7 -0.13
O 0.990 -8.377 -6.650 0.2 -2.4 -0.9 -0.17
C 1.576 -9.482 -5.875 0.4 1.3 0.5 -0.20
C 1.168 -9.468 -4.407 -0.5 0.6 -0.7 -0.25
N 1.468 -8.204 -3.795 0.9 1.0 2.1 -0.07
C 1.275 -8.183 -2.292 -0.8 -0.2 -1.1 -0.16
C -0.098 -8.818 -1.959 1.0 -0.5 2.4 -0.21
O -0.525 -8.646 -0.568 -0.5 0.9 -0.7 -0.20
C -1.181 -7.403 -0.368 0.1 0.4 -0.9 -0.12
H 0.300 -8.328 -8.666 -0.8 0.4 0.7 0.07
H 1.065 -9.761 -8.332 0.5 -0.3 0.7 0.08
H 1.922 -8.221 -8.601 0.9 -0.2 0.7 0.08
H 2.651 -9.300 -5.877 0.2 -0.1 -0.1 0.12
H 1.415 -10.484 -6.271 -0.5 0.2 -0.5 0.11
H 1.764 -10.258 -3.951 -0.2 -0.1 0.3 0.13
H 0.098 -9.607 -4.253 -0.1 -1.0 -0.5 0.10
H 0.818 -7.491 -4.093 0.0 0.0 -0.7 0.10
H 1.273 -7.131 -2.004 0.1 0.0 0.1 0.11
H 2.072 -8.696 -1.755 0.1 0.0 -0.2 0.11
H 0.014 -9.895 -1.837 -0.1 -0.2 -1.4 0.12
H -0.811 -8.479 -2.711 -0.5 -0.2 0.3 0.12
H -0.532 -6.627 -0.773 0.1 0.5 0.7 0.08
H -1.523 -7.221 0.651 0.7 -0.3 0.1 0.09
H -2.086 -7.287 -0.965 -0.3 -0.5 -0.3 0.08
C 0.475 9.148 -0.090 0.8 -0.5 1.6 -0.06
O 0.443 8.555 1.262 0.2 1.1 -1.5 -0.24
C 0.812 7.175 1.302 -3.1 -0.4 0.8 -0.17
C 0.332 6.722 2.760 0.5 -1.1 -1.6 -0.22
N 1.127 7.432 3.686 0.9 1.0 0.9 -0.08
C 0.449 7.638 4.982 1.7 -0.9 -0.4 -0.19
C 1.299 8.348 6.097 -2.8 -0.4 -0.8 -0.20
O 1.549 9.706 5.870 1.0 -0.2 0.4 -0.20
C 0.622 10.538 5.191 1.5 0.0 0.4 -0.10
H 0.137 8.459 -0.864 0.0 -0.2 0.1 0.08
H 1.516 9.430 -0.251 0.0 0.0 -0.4 0.08
H -0.123 10.058 -0.132 -0.1 -0.2 0.4 0.08
H 1.814 6.931 0.948 0.3 0.2 0.6 0.12
H 0.105 6.721 0.608 0.1 -0.6 -0.2 0.11
H 0.368 5.639 2.881 0.4 -0.2 -0.1 0.12
H -0.711 6.958 2.970 -0.6 0.3 -0.9 0.11
H 1.167 8.286 3.150 0.6 1.0 1.0 0.07
H 0.270 6.626 5.345 0.0 -0.1 0.3 0.12
H -0.550 8.038 4.805 -0.2 0.6 0.4 0.10
H 2.180 7.792 6.418 0.3 0.3 -0.7 0.12
H 0.613 8.284 6.942 -0.2 -0.1 0.5 0.10
H 0.811 10.392 4.128 -0.7 0.2 -0.2 0.08
H 1.031 11.497 5.509 -0.5 0.4 -0.5 0.09
H -0.425 10.476 5.488 0.0 -0.4 0.0 0.09
C 6.891 0.954 -1.042 0.2 -0.5 1.0 -0.23
C 6.522 -0.335 -1.767 0.0 0.6 0.4 -0.25
O 7.292 -1.469 -1.370 0.1 0.5 -0.5 -0.06
O 6.517 0.783 0.345 0.8 0.6 -0.7 -0.07
H 6.511 1.876 -1.483 -1.0 -0.2 -0.1 0.11
H 7.955 1.184 -1.110 0.3 -0.7 0.5 0.11
H 6.584 -0.123 -2.834 0.1 -0.7 -0.1 0.11
H 5.504 -0.571 -1.459 -0.5 0.3 -0.6 0.12
H 6.888 -1.757 -0.549 0.2 -0.1 0.2 0.08
H 5.613 0.461 0.364 -0.2 0.1 0.1 0.08
C -4.748 2.082 -0.103 -1.0 -1.6 0.2 -0.06
C -5.711 1.563 0.981 -0.4 0.4 0.6 -0.44
C -6.258 0.106 0.890 -0.4 -0.5 -2.7 -0.13
O -7.205 -0.154 -0.225 0.3 1.6 0.5 -0.24
C -7.560 -1.507 -0.450 0.2 1.2 0.8 -0.13
N -4.970 1.711 2.224 0.3 0.2 0.4 0.02
H -5.369 2.229 -0.987 0.6 0.1 -0.3 0.08
H -4.051 1.249 -0.196 0.4 0.2 -0.7 0.08
H -4.195 2.968 0.208 -0.4 0.0 0.0 0.08
H -6.553 2.256 0.978 -0.3 -0.1 0.3 0.12
H -6.776 -0.193 1.802 0.4 0.0 0.3 0.12
H -5.452 -0.550 0.562 0.6 -0.2 1.1 0.12
H -8.302 -1.461 -1.247 0.2 -0.4 -0.1 0.08
H -8.020 -1.887 0.462 -0.1 -0.5 0.0 0.08
H -6.676 -2.096 -0.694 0.0 -0.3 -0.2 0.08
H -4.015 1.407 2.099 0.2 0.0 0.0 0.08
H -5.312 1.249 3.055 -0.4 -0.1 -0.2 0.07
```
Forces are in eV/Å.



3.
# C54H150O21

A cluster of 21 separate species, C54H150O21 in total at a distorted geometry (the ωB97M-V functional and the def2-TZVPD basis, the Open Molecules 2025 dataset).

Output
- gap between HOMO and LUMO (eV) = 10.0389
- LUMO energy (eV) = 0.464
- ΔE to the lowest compared entry with this formula, charge and spin (kcal/mol) = 0.0
- E_HOMO (Ha) = -0.352
- E_tot (eV) = -101425.001

Geometry as XYZ:
```
225
Properties=species:S:1:pos:R:3:forces:R:3:lowdin_charge:R:1
C -20.143 -5.028 12.517 0.3 -1.0 0.4 -0.08
C -19.829 -4.308 11.234 -0.1 1.2 0.3 -0.31
O -20.141 -2.913 11.387 -0.5 0.0 0.4 -0.13
H -19.645 -4.636 13.416 0.1 0.1 -0.4 0.06
H -19.802 -6.109 12.397 -0.8 1.2 0.3 0.09
H -21.230 -4.937 12.723 0.6 -0.5 -0.2 0.07
H -20.428 -4.790 10.476 -0.1 0.1 -0.4 0.06
H -18.781 -4.320 10.950 0.3 -0.6 0.0 0.11
H -20.372 -2.435 10.553 0.4 -0.4 0.2 0.04
C -25.589 -5.684 15.197 -1.0 0.7 -1.3 -0.06
C -26.047 -4.401 15.892 -0.3 -0.2 0.9 -0.30
O -26.364 -3.294 15.066 -0.1 -0.3 -0.2 -0.09
H -26.235 -5.776 14.328 -0.2 0.0 -0.4 0.06
H -25.739 -6.643 15.663 0.1 0.0 1.0 0.07
H -24.606 -5.636 14.772 0.8 0.2 0.1 0.05
H -25.386 -4.103 16.700 0.6 0.1 0.0 0.10
H -26.980 -4.553 16.416 -0.3 -0.6 0.2 0.08
H -25.711 -3.180 14.370 0.6 0.0 -0.2 0.03
C -18.406 -0.639 8.422 0.0 1.8 2.0 -0.06
C -19.567 -0.229 9.307 -0.7 -0.2 1.0 -0.30
O -20.556 -1.242 9.365 -0.4 -0.9 -0.4 -0.13
H -17.739 0.218 8.574 0.3 0.0 -0.6 0.08
H -18.713 -0.689 7.412 0.0 -0.6 -1.1 0.06
H -17.865 -1.451 8.872 -0.1 -0.9 -0.4 0.07
H -20.059 0.689 8.945 0.4 0.0 0.2 0.12
H -19.200 -0.092 10.357 -0.1 0.3 -0.7 0.11
H -21.482 -0.939 9.517 0.6 0.4 0.0 0.05
C -23.065 -2.240 15.350 -1.4 0.5 -0.5 -0.07
C -22.972 -2.392 13.836 1.2 -1.6 -0.2 -0.28
O -24.199 -2.628 13.144 -0.5 1.4 0.3 -0.12
H -23.261 -3.121 15.981 0.1 0.2 -0.6 0.07
H -23.883 -1.523 15.460 -0.2 -0.1 0.5 0.08
H -22.202 -1.700 15.675 0.9 0.1 0.4 0.06
H -22.299 -3.253 13.562 -0.5 0.9 0.2 0.10
H -22.533 -1.472 13.448 0.1 0.0 -0.2 0.09
H -24.510 -1.706 12.909 0.1 -1.2 0.0 0.07
C -28.307 -4.139 11.577 0.8 -2.5 0.9 -0.04
C -28.336 -5.300 10.537 0.8 0.5 1.6 -0.27
O -27.755 -4.992 9.294 0.3 0.4 -0.1 -0.14
H -27.267 -3.862 11.872 -0.7 -0.3 -0.2 0.07
H -28.804 -4.627 12.463 0.6 0.8 -0.5 0.08
H -28.843 -3.267 11.330 -0.7 1.0 -0.6 0.04
H -29.349 -5.588 10.370 -0.8 -0.2 -0.4 0.10
H -27.866 -6.185 11.048 -0.1 0.6 -0.7 0.11
H -26.812 -4.682 9.398 -0.1 -0.2 -0.1 0.05
C -21.719 -7.156 16.452 -0.7 -0.4 -0.4 -0.10
C -21.425 -5.738 16.821 -1.7 0.9 0.2 -0.31
O -21.515 -4.927 15.629 -0.1 -1.0 0.7 -0.10
H -21.822 -7.715 17.364 0.5 -0.7 0.4 0.07
H -20.961 -7.545 15.761 -0.1 -0.1 0.4 0.08
H -22.705 -7.312 15.974 0.4 0.6 0.0 0.08
H -20.422 -5.629 17.237 0.0 -0.2 0.2 0.11
H -22.188 -5.334 17.595 1.1 -0.7 -1.0 0.14
H -20.973 -4.207 15.899 0.5 1.4 -0.4 0.05
C -19.605 -8.564 10.543 -0.1 -0.3 -1.7 -0.06
C -21.118 -8.407 10.373 0.1 -0.3 1.1 -0.31
O -21.429 -7.034 10.310 0.4 0.7 0.5 -0.14
H -19.304 -8.361 11.570 0.1 -0.2 -0.1 0.06
H -19.149 -7.753 9.875 -0.2 -1.4 0.8 0.08
H -19.311 -9.620 10.196 -0.1 1.7 0.6 0.10
H -21.703 -8.848 11.191 0.4 -0.1 0.2 0.12
H -21.552 -8.840 9.498 0.3 -0.8 -0.9 0.10
H -22.398 -7.032 10.344 -0.6 0.3 -0.1 0.04
C -23.138 -3.825 10.212 2.5 -2.0 0.8 -0.07
C -24.549 -3.521 10.284 -2.3 -0.7 -0.4 -0.25
O -25.310 -4.196 9.200 1.1 -0.3 -0.1 -0.12
H -22.534 -3.300 10.980 -0.5 -0.1 -0.4 0.08
H -22.748 -3.538 9.243 0.3 0.1 -0.4 0.09
H -22.911 -4.942 10.376 -0.5 1.5 -0.3 0.10
H -24.701 -2.477 10.075 -0.2 0.5 0.3 0.08
H -25.011 -3.808 11.255 0.3 0.2 -0.7 0.11
H -24.738 -4.768 8.614 -0.6 0.6 1.0 0.09
C -19.507 -5.463 7.843 -1.2 -1.1 0.0 -0.05
C -20.094 -6.762 7.263 -0.2 0.5 0.1 -0.29
O -21.418 -6.995 7.695 -0.4 0.5 1.0 -0.12
H -19.471 -5.619 8.919 0.3 0.4 0.0 0.03
H -20.251 -4.675 7.626 0.6 0.0 0.1 0.08
H -18.525 -5.288 7.421 0.1 0.3 0.0 0.08
H -19.532 -7.653 7.520 0.6 -0.1 -0.1 0.11
H -20.204 -6.655 6.215 0.4 -0.2 -1.3 0.10
H -21.349 -6.894 8.685 -0.5 -0.1 -0.4 0.03
C -26.032 -8.603 9.749 0.0 -0.2 -1.1 -0.03
C -25.264 -7.457 10.397 0.7 -1.5 0.7 -0.44
C -25.131 -7.598 11.916 0.4 1.5 -0.7 -0.03
O -23.953 -7.394 9.788 -1.1 -0.4 1.2 -0.09
H -26.082 -8.431 8.637 -0.2 -0.1 1.1 0.07
H -27.058 -8.701 10.116 0.1 0.2 0.0 0.08
H -25.534 -9.580 9.880 0.0 0.5 0.2 0.09
H -25.774 -6.538 10.220 -0.3 0.9 -0.4 0.09
H -24.860 -8.591 12.231 0.2 -0.4 0.1 0.08
H -26.103 -7.322 12.329 0.1 -0.1 0.3 0.07
H -24.379 -6.827 12.240 -0.6 -0.8 0.0 0.10
H -24.195 -7.348 8.849 0.4 0.1 -0.3 0.03
C -25.171 -7.985 5.886 -1.4 2.4 -1.2 -0.02
C -24.550 -6.589 6.158 0.8 -1.0 -0.8 -0.42
C -25.269 -5.340 5.741 -0.9 -0.3 0.9 -0.05
O -24.177 -6.475 7.536 -2.0 0.6 -0.6 -0.07
H -26.079 -8.119 6.468 -0.2 0.0 0.0 0.06
H -24.483 -8.736 6.133 1.0 -1.1 0.2 0.06
H -25.451 -8.029 4.793 0.3 -0.2 1.1 0.10
H -23.632 -6.559 5.569 0.4 -0.2 0.1 0.13
H -25.527 -5.320 4.699 -0.3 -0.2 -0.5 0.09
H -24.619 -4.517 5.928 0.6 0.7 0.1 0.05
H -26.142 -5.166 6.372 -0.2 -0.1 -0.2 0.07
H -23.239 -6.490 7.591 2.1 0.0 -0.1 0.05
C -30.722 -6.166 7.464 -1.3 -0.3 -0.5 -0.06
C -29.488 -6.746 6.890 2.0 -0.4 -2.0 -0.49
C -28.848 -5.875 5.752 -0.4 1.4 1.1 -0.05
O -28.509 -7.082 7.845 0.4 0.1 0.4 -0.07
H -30.576 -5.263 8.013 0.5 0.4 0.8 0.03
H -31.170 -6.950 8.099 -0.3 0.6 -0.3 0.10
H -31.370 -5.818 6.628 -0.1 -0.7 0.6 0.10
H -29.707 -7.714 6.400 -0.3 0.3 0.2 0.14
H -28.026 -6.348 5.232 0.0 -0.5 -0.1 0.05
H -28.393 -4.919 6.177 -0.7 -1.0 -0.3 0.08
H -29.626 -5.569 5.032 0.3 -0.1 0.1 0.08
H -28.075 -6.263 8.183 -0.5 -0.5 -0.1 0.05
C -30.539 -1.427 9.158 1.2 1.0 -0.5 -0.05
C -29.943 -2.593 8.367 -1.3 -0.1 0.2 -0.46
C -30.782 -2.763 7.130 1.5 0.6 -3.1 -0.09
O -28.504 -2.469 8.064 -1.6 -1.3 1.1 -0.07
H -30.142 -1.467 10.151 0.2 0.2 0.8 0.05
H -31.626 -1.481 9.225 0.1 -0.2 -0.1 0.08
H -30.254 -0.438 8.730 -0.2 -0.6 0.1 0.10
H -30.254 -3.469 9.001 1.4 0.3 -0.4 0.13
H -31.807 -2.865 7.338 -1.4 -0.2 0.7 0.06
H -30.520 -3.705 6.569 0.0 1.2 0.3 0.06
H -30.740 -1.838 6.418 0.3 -1.6 1.1 0.12
H -28.142 -3.352 8.350 -0.2 1.0 -0.2 0.07
C -23.776 1.629 8.183 -0.1 -0.4 1.2 -0.04
C -23.589 0.102 8.274 -0.4 0.2 -0.1 -0.42
C -22.655 -0.336 7.165 -1.1 -0.2 -1.0 -0.06
O -23.068 -0.368 9.570 -1.3 1.0 -0.4 -0.09
H -24.147 2.094 9.114 0.1 -0.3 -0.3 0.08
H -24.423 1.928 7.385 -0.8 -0.2 -0.5 0.08
H -22.853 2.094 7.913 0.9 0.3 0.2 0.06
H -24.545 -0.390 8.101 -0.3 -0.1 0.3 0.12
H -23.109 -0.252 6.136 0.0 0.2 1.2 0.09
H -22.427 -1.391 7.239 0.6 -0.1 0.3 0.07
H -21.827 0.343 7.159 1.0 -0.1 0.0 0.07
H -23.740 -0.129 10.263 1.0 -0.3 -0.6 0.08
C -26.420 0.038 10.682 1.8 -1.3 -0.6 -0.03
C -26.108 0.325 12.137 -1.1 0.2 -0.4 -0.46
C -26.893 -0.602 13.053 0.4 0.9 0.9 -0.03
O -24.742 0.078 12.330 1.3 0.3 0.9 -0.09
H -26.100 -1.004 10.369 -0.6 0.8 0.7 0.09
H -25.774 0.659 10.040 -0.7 0.3 0.1 0.06
H -27.461 0.149 10.475 -0.6 0.2 -0.4 0.08
H -26.342 1.418 12.249 0.2 -0.8 0.5 0.16
H -27.925 -0.336 13.147 -0.7 0.1 -0.1 0.07
H -26.472 -0.679 14.063 0.0 0.5 0.0 0.09
H -26.810 -1.597 12.711 -0.1 -1.2 -0.8 0.05
H -24.456 0.402 13.231 0.1 -0.2 -1.0 0.09
C -22.147 3.318 14.540 0.6 0.4 1.2 -0.06
C -22.616 2.237 13.616 0.1 -0.2 -0.7 -0.47
C -21.516 1.850 12.619 -0.5 -1.0 -0.2 -0.04
O -23.099 1.062 14.289 0.2 0.3 0.2 -0.07
H -21.384 2.895 15.202 0.5 0.3 -0.4 0.08
H -22.807 3.786 15.262 -1.1 -0.5 -0.1 0.08
H -21.823 4.199 13.988 0.7 -0.3 -0.3 0.09
H -23.437 2.626 13.034 -0.6 -0.1 -0.2 0.13
H -21.850 0.973 12.012 0.1 0.5 0.5 0.08
H -20.590 1.524 13.131 -0.3 0.5 -0.3 0.07
H -21.402 2.659 11.902 0.6 0.2 0.1 0.08
H -22.314 0.523 14.457 -0.1 -0.2 0.1 0.08
C -29.670 -1.396 15.194 -1.9 -0.6 -1.3 -0.04
C -29.652 -2.720 14.415 -0.3 0.0 1.9 -0.50
C -29.752 -3.958 15.372 -0.8 -0.5 -2.0 -0.02
O -30.723 -2.653 13.534 -1.1 0.8 -0.5 -0.04
H -28.793 -1.362 15.742 1.7 0.5 1.4 0.05
H -30.570 -1.262 15.794 0.1 -0.5 0.4 0.08
H -29.755 -0.568 14.501 0.5 0.2 -0.3 0.07
H -28.721 -2.703 13.884 0.7 -0.5 -0.3 0.08
H -28.831 -4.123 15.909 0.0 0.1 0.4 0.04
H -29.932 -4.892 14.741 0.4 1.0 0.6 0.09
H -30.655 -3.906 16.003 0.6 0.3 0.0 0.08
H -30.886 -3.460 13.064 0.2 -0.7 -0.2 0.07
C -26.088 -1.573 5.573 1.1 0.1 -1.5 -0.05
C -27.376 -1.093 4.941 -2.0 0.1 1.8 -0.42
C -28.232 -2.192 4.257 0.3 0.8 0.7 -0.03
O -28.155 -0.439 6.015 0.5 0.1 -1.1 -0.09
H -25.615 -2.361 4.914 -0.2 0.9 0.7 0.08
H -26.299 -2.008 6.536 0.1 -0.2 0.4 0.06
H -25.407 -0.684 5.666 -0.4 -1.0 0.1 0.08
H -27.193 -0.287 4.234 0.1 0.0 -0.1 0.12
H -28.942 -2.731 4.904 0.3 0.5 0.1 0.06
H -27.525 -2.915 3.930 0.4 -0.9 -0.9 0.05
H -28.765 -1.735 3.426 -0.1 -0.3 -0.1 0.07
H -28.298 -1.085 6.725 0.2 -0.2 -0.2 0.03
C -18.109 0.287 14.804 -0.1 -1.1 -1.2 -0.03
C -18.582 -0.759 13.707 0.1 1.8 0.2 -0.50
C -17.821 -2.027 13.831 1.0 -1.3 -0.1 -0.07
O -19.968 -0.963 13.890 -0.7 -0.3 0.3 -0.08
H -17.095 0.680 14.581 -0.6 -0.3 0.2 0.09
H -18.137 -0.228 15.767 0.2 0.1 0.0 0.08
H -18.814 1.104 14.847 -0.2 0.3 -0.1 0.05
H -18.460 -0.335 12.676 0.3 -0.1 0.7 0.13
H -18.111 -2.782 13.059 0.3 0.7 0.4 0.07
H -17.985 -2.518 14.814 0.1 0.4 -0.4 0.09
H -16.737 -1.781 13.742 -0.6 -0.4 0.0 0.09
H -20.231 -1.701 13.312 0.1 0.1 -0.1 0.06
C -27.436 -2.821 -0.488 1.5 -0.2 -1.1 -0.07
C -28.117 -1.635 0.094 -1.1 0.6 1.1 -0.51
C -27.211 -0.705 0.876 -0.9 1.2 -0.7 -0.06
O -28.836 -0.867 -0.899 -0.2 -1.1 0.4 -0.05
H -27.096 -3.616 0.212 -1.0 0.4 -0.2 0.09
H -26.456 -2.520 -0.939 -0.8 -0.1 -0.2 0.09
H -28.156 -3.113 -1.266 0.7 -0.8 0.1 0.09
H -28.947 -2.042 0.700 0.4 0.4 0.2 0.14
H -27.742 0.259 1.076 0.4 -0.8 0.2 0.10
H -26.332 -0.458 0.297 0.3 0.1 -0.5 0.08
H -26.829 -1.130 1.762 0.2 -0.5 1.3 0.05
H -28.242 -0.223 -1.248 0.7 0.7 -0.5 0.06
C -22.168 -3.067 4.680 1.3 -0.5 -0.3 -0.05
C -21.401 -2.365 3.519 -1.5 -0.5 -0.1 -0.48
C -21.171 -0.897 3.739 -0.7 1.3 0.7 -0.08
O -20.164 -3.053 3.266 -1.0 0.4 -0.4 -0.04
H -23.207 -2.779 4.807 -0.1 0.1 -0.2 0.05
H -21.636 -2.845 5.616 -0.1 0.0 -0.1 0.06
H -22.079 -4.164 4.527 -0.3 0.6 0.0 0.08
H -22.060 -2.402 2.596 1.1 -0.5 0.8 0.15
H -22.123 -0.309 3.839 0.6 -0.7 -0.3 0.09
H -20.634 -0.524 2.884 0.2 0.4 -0.3 0.07
H -20.612 -0.603 4.641 0.1 -0.6 -0.1 0.07
H -19.707 -3.048 4.102 0.5 -0.1 0.4 0.07
```
Forces are in eV/Å.